DFT (wB97M-V/def2-TZVPD) results for 8 unconnected molecules or ions with the total composition C54H119N5O8.

Last columns: bonded neighbours and bond lengths (Å).
CARTESIAN COORDINATES (ANGSTROEM)
1 C -7.68293 5.37387 -0.25935  C2 1.507, H12 1.090, H13 1.090, H14 1.090
2 C -8.66507 4.44307 0.40295  C1 1.507, C3 1.530, C4 1.557, N10 1.488
3 C -7.82812 3.24278 0.85011  C2 1.530, H15 1.090, H16 1.090, H17 1.090
4 C -9.32603 5.15466 1.62051  C2 1.557, C5 1.511, H18 1.090, H19 1.090
5 C -10.49587 4.42887 2.24329  C4 1.511, C6 1.499, H20 1.090, H21 1.090
6 C -11.51273 4.16327 1.17407  C5 1.499, C7 1.526, H22 1.090, H23 1.090
7 C -11.01650 3.47136 -0.09208  C6 1.526, C8 1.579, C9 1.538, N10 1.483
8 C -10.76396 1.92820 0.12889  C7 1.579, H24 1.090, H25 1.090, H26 1.090
9 C -12.11279 3.59829 -1.16288  C7 1.538, H27 1.090, H28 1.090, H29 1.090
10 N -9.75611 4.10513 -0.55047  C2 1.488, C7 1.483, O11 1.440
11 O -9.39379 3.71157 -1.88709  N10 1.440, H30 0.960
12 H -8.17340 6.25098 -0.68153  C1 1.090
13 H -6.95526 5.60747 0.51784  C1 1.090
14 H -7.21083 4.86317 -1.09863  C1 1.090
15 H -6.88051 3.63646 1.21774  C3 1.090
16 H -8.18482 2.69555 1.72269  C3 1.090
17 H -7.56774 2.48990 0.10614  C3 1.090
18 H -8.55952 5.34671 2.37129  C4 1.090
19 H -9.63302 6.14864 1.29516  C4 1.090
20 H -10.06305 3.51925 2.65968  C5 1.090
21 H -10.96691 4.95154 3.07577  C5 1.090
22 H -11.90039 5.14509 0.90234  C6 1.090
23 H -12.33728 3.59104 1.59927  C6 1.090
24 H -10.35417 1.48403 -0.77823  C8 1.090
25 H -11.72419 1.42289 0.23248  C8 1.090
26 H -10.14175 1.75224 1.00638  C8 1.090
27 H -12.30377 4.60240 -1.54152  C9 1.090
28 H -13.05055 3.19414 -0.78159  C9 1.090
29 H -11.94709 2.93887 -2.01483  C9 1.090
30 H -9.78129 4.45253 -2.35870  O11 0.960
31 C -2.29394 -4.24345 4.65914  C32 1.583, H42 1.090, H43 1.090, H44 1.090
32 C -1.73311 -5.71926 4.54473  C31 1.583, C33 1.548, C34 1.561, N40 1.525
33 C -1.27226 -6.19970 5.94245  C32 1.548, H45 1.090, H46 1.090, H47 1.090
34 C -2.95456 -6.58527 4.10504  C32 1.561, C35 1.500, H48 1.090, H49 1.090
35 C -2.53539 -7.95113 3.64804  C34 1.500, C36 1.566, H50 1.090, H51 1.090
36 C -1.47779 -7.82851 2.49942  C35 1.566, C37 1.479, H52 1.090, H53 1.090
37 C -0.24572 -7.15096 2.95875  C36 1.479, C38 1.576, C39 1.571, N40 1.495
38 C 0.54772 -8.03129 3.99719  C37 1.576, H54 1.090, H55 1.090, H56 1.090
39 C 0.75473 -6.89258 1.77514  C37 1.571, H57 1.090, H58 1.090, H59 1.090
40 N -0.66140 -5.80650 3.46298  C32 1.525, C37 1.495, O41 1.379
41 O 0.43156 -5.04476 3.81975  N40 1.379, H60 0.960
42 H -1.38737 -3.67369 4.86316  C31 1.090
43 H -2.77017 -3.91301 3.73604  C31 1.090
44 H -2.93766 -4.09918 5.52684  C31 1.090
45 H -0.35698 -5.67709 6.22039  C33 1.090
46 H -2.04127 -5.95608 6.67551  C33 1.090
47 H -0.97229 -7.24739 5.96403  C33 1.090
48 H -3.60645 -6.81204 4.94867  C34 1.090
49 H -3.59962 -6.10111 3.37184  C34 1.090
50 H -2.26484 -8.54053 4.52412  C35 1.090
51 H -3.42496 -8.52539 3.38922  C35 1.090
52 H -1.79685 -7.25354 1.63010  C36 1.090
53 H -1.22929 -8.82878 2.14472  C36 1.090
54 H 1.15044 -7.28767 4.51858  C38 1.090
55 H 1.25552 -8.66344 3.46102  C38 1.090
56 H -0.06432 -8.51594 4.75786  C38 1.090
57 H 0.40404 -6.18684 1.02212  C39 1.090
58 H 0.87661 -7.89231 1.35825  C39 1.090
59 H 1.68410 -6.46315 2.14925  C39 1.090
60 H 0.45409 -4.26578 3.25916  O41 0.960
61 C -4.47218 -3.96549 -5.12344  C62 1.556, H72 1.090, H73 1.090, H74 1.090
62 C -5.94143 -4.43845 -4.92527  C61 1.556, C63 1.554, C64 1.519, N70 1.467
63 C -6.27291 -4.42684 -3.40747  C62 1.554, H75 1.090, H76 1.090, H77 1.090
64 C -6.84325 -3.40124 -5.57238  C62 1.519, C65 1.486, H78 1.090, H79 1.090
65 C -8.23862 -3.84984 -5.81563  C64 1.486, C66 1.522, H80 1.090, H81 1.090
66 C -8.25451 -5.12465 -6.64757  C65 1.522, C67 1.521, H82 1.090, H83 1.090
67 C -7.43541 -6.22448 -5.98936  C66 1.521, C68 1.550, C69 1.582, N70 1.452
68 C -8.31192 -6.78613 -4.84084  C67 1.550, H84 1.090, H85 1.090, H86 1.090
69 C -7.23335 -7.31417 -7.11840  C67 1.582, H87 1.090, H88 1.090, H89 1.090
70 N -6.13256 -5.74702 -5.56103  C62 1.467, C67 1.452, O71 1.392
71 O -5.29627 -6.76295 -5.10569  N70 1.392, H90 0.960
72 H -3.72226 -4.46984 -4.51406  C61 1.090
73 H -4.12822 -3.98462 -6.15756  C61 1.090
74 H -4.43499 -2.93351 -4.77450  C61 1.090
75 H -6.99326 -5.18375 -3.09718  C63 1.090
76 H -5.38621 -4.62537 -2.80543  C63 1.090
77 H -6.75121 -3.52542 -3.02437  C63 1.090
78 H -6.90744 -2.46825 -5.01249  C64 1.090
79 H -6.37512 -3.03171 -6.48474  C64 1.090
80 H -8.83883 -3.97651 -4.91463  C65 1.090
81 H -8.72508 -3.03681 -6.35456  C65 1.090
82 H -8.08767 -4.93791 -7.70841  C66 1.090
83 H -9.27463 -5.50482 -6.59352  C66 1.090
84 H -7.78557 -7.37571 -4.09022  C68 1.090
85 H -9.13000 -7.41085 -5.19943  C68 1.090
86 H -8.75121 -6.07000 -4.14640  C68 1.090
87 H -6.54708 -7.00194 -7.90558  C69 1.090
88 H -8.13615 -7.50199 -7.69959  C69 1.090
89 H -6.92139 -8.26441 -6.68503  C69 1.090
90 H -5.75752 -6.98428 -4.29336  O71 0.960
91 C 6.06784 4.35714 7.76166  C92 1.576, H102 1.090, H103 1.090, H104 1.090
92 C 4.50754 4.56294 7.67680  C91 1.576, C93 1.547, C94 1.566, N100 1.507
93 C 3.88863 3.18288 7.35385  C92 1.547, H105 1.090, H106 1.090, H107 1.090
94 C 4.07554 5.03770 9.10473  C92 1.566, C95 1.539, H108 1.090, H109 1.090
95 C 2.63870 5.57621 9.21992  C94 1.539, C96 1.506, H110 1.090, H111 1.090
96 C 2.31811 6.67999 8.24642  C95 1.506, C97 1.585, H112 1.090, H113 1.090
97 C 2.87177 6.36289 6.79524  C96 1.585, C98 1.532, C99 1.545, N100 1.492
98 C 1.75651 5.59729 6.07675  C97 1.532, H114 1.090, H115 1.090, H116 1.090
99 C 3.13738 7.73121 6.12932  C97 1.545, H117 1.090, H118 1.090, H119 1.090
100 N 4.19682 5.68234 6.71651  C92 1.507, C97 1.492, O101 1.407
101 O 4.63827 5.35221 5.42217  N100 1.407, H120 0.960
102 H 6.48390 4.16803 6.77210  C91 1.090
103 H 6.53523 5.26944 8.13230  C91 1.090
104 H 6.27594 3.47701 8.37007  C91 1.090
105 H 3.87778 2.41703 8.12938  C93 1.090
106 H 2.86869 3.36785 7.01676  C93 1.090
107 H 4.34546 2.77219 6.45343  C93 1.090
108 H 4.18851 4.24165 9.84070  C94 1.090
109 H 4.74849 5.79219 9.51211  C94 1.090
110 H 2.10475 4.67875 8.90757  C95 1.090
111 H 2.32577 5.74826 10.24976  C95 1.090
112 H 2.60420 7.66690 8.61012  C96 1.090
113 H 1.23049 6.66439 8.17614  C96 1.090
114 H 2.06488 5.34155 5.06303  C98 1.090
115 H 0.89132 6.23159 5.88383  C98 1.090
116 H 1.48375 4.65359 6.54910  C98 1.090
117 H 2.27959 8.39747 6.22104  C99 1.090
118 H 3.42612 7.73902 5.07829  C99 1.090
119 H 3.95434 8.23296 6.64789  C99 1.090
120 H 3.98806 4.68466 5.19154  O101 0.960
121 C 9.74532 -1.01056 -4.78447  C122 1.559, H132 1.090, H133 1.090, H134 1.090
122 C 9.93823 0.51745 -5.02426  C121 1.559, C123 1.531, C124 1.596, N130 1.483
123 C 11.23887 0.70945 -5.80831  C122 1.531, H135 1.090, H136 1.090, H137 1.090
124 C 8.72370 1.09176 -5.88543  C122 1.596, C125 1.534, H138 1.090, H139 1.090
125 C 8.62659 2.62218 -5.92176  C124 1.534, C126 1.535, H140 1.090, H141 1.090
126 C 8.58348 3.22173 -4.50926  C125 1.535, C127 1.556, H142 1.090, H143 1.090
127 C 9.71757 2.68095 -3.59079  C126 1.556, C128 1.551, C129 1.510, N130 1.501
128 C 11.04363 3.47884 -3.69312  C127 1.551, H144 1.090, H145 1.090, H146 1.090
129 C 9.14906 2.85610 -2.20263  C127 1.510, H147 1.090, H148 1.090, H149 1.090
130 N 9.98564 1.20874 -3.71292  C122 1.483, C127 1.501, O131 1.392
131 O 11.01572 0.79777 -2.87098  N130 1.392, H150 0.960
132 H 10.65515 -1.50557 -4.44495  C121 1.090
133 H 8.94628 -1.32428 -4.11275  C121 1.090
134 H 9.47752 -1.54292 -5.69714  C121 1.090
135 H 11.36162 1.78402 -5.94373  C123 1.090
136 H 12.15661 0.37368 -5.32549  C123 1.090
137 H 11.13407 0.18241 -6.75665  C123 1.090
138 H 8.96339 0.83563 -6.91743  C124 1.090
139 H 7.75036 0.62101 -5.74719  C124 1.090
140 H 9.58430 3.00230 -6.27729  C125 1.090
141 H 7.87177 3.11068 -6.53800  C125 1.090
142 H 7.59140 3.00122 -4.11523  C126 1.090
143 H 8.60549 4.30365 -4.63984  C126 1.090
144 H 10.85663 4.55208 -3.65736  C128 1.090
145 H 11.68375 3.33438 -4.56345  C128 1.090
146 H 11.73340 3.17286 -2.90655  C128 1.090
147 H 9.92512 2.80249 -1.43911  C129 1.090
148 H 8.32557 2.16750 -2.01346  C129 1.090
149 H 8.61957 3.79242 -2.02639  C129 1.090
150 H 11.70492 1.31757 -3.29101  O131 0.960
151 C 2.81045 -0.13743 -1.64450  C152 1.531, H155 1.090, H156 1.090, H157 1.090
152 C 2.48711 0.71628 -0.41482  C151 1.531, C153 1.562, O154 1.374, H158 1.090
153 C 0.94381 0.87149 -0.22756  C152 1.562, H159 1.090, H160 1.090, H161 1.090
154 O 3.03353 0.24710 0.75555  C152 1.374, H162 0.960
155 H 3.86136 -0.33834 -1.85265  C151 1.090
156 H 2.33058 0.32638 -2.50630  C151 1.090
157 H 2.28924 -1.09451 -1.62372  C151 1.090
158 H 2.91961 1.69908 -0.60230  C152 1.090
159 H 0.53563 1.26237 -1.15960  C153 1.090
160 H 0.61696 1.52299 0.58288  C153 1.090
161 H 0.56213 -0.14369 -0.11881  C153 1.090
162 H 3.91554 -0.10114 0.60592  O154 0.960
163 C 9.41222 -3.45927 3.91499  C164 1.512, H167 1.090, H168 1.090, H169 1.090
164 C 9.82917 -3.32781 2.46804  C163 1.512, C165 1.512, O166 1.415, H170 1.090
165 C 10.13268 -4.72607 1.97960  C164 1.512, H171 1.090, H172 1.090, H173 1.090
166 O 8.81350 -2.75831 1.66486  C164 1.415, H174 0.960
167 H 10.24434 -3.92482 4.44316  C163 1.090
168 H 8.48134 -4.01874 4.00752  C163 1.090
169 H 9.18968 -2.46333 4.29795  C163 1.090
170 H 10.74700 -2.74203 2.41757  C164 1.090
171 H 9.19425 -5.27440 1.89720  C165 1.090
172 H 10.92695 -5.23329 2.52728  C165 1.090
173 H 10.51291 -4.65767 0.96035  C165 1.090
174 H 9.33299 -2.46757 0.91174  O166 0.960
175 C 0.11374 5.82589 -5.30934  C176 1.536, H179 1.090, H180 1.090, H181 1.090
176 C -0.35484 4.92973 -6.46524  C175 1.536, C177 1.516, O178 1.362, H182 1.090
177 C -1.77785 4.44154 -6.27764  C176 1.516, H183 1.090, H184 1.090, H185 1.090
178 O -0.26017 5.56223 -7.66777  C176 1.362, H186 0.960
179 H -0.57511 6.64190 -5.09091  C175 1.090
180 H 1.10856 6.19554 -5.55790  C175 1.090
181 H 0.14322 5.30194 -4.35398  C175 1.090
182 H 0.36170 4.11075 -6.52805  C176 1.090
183 H -2.52370 5.23617 -6.29685  C177 1.090
184 H -1.92027 3.89716 -5.34411  C177 1.090
185 H -2.05972 3.73318 -7.05666  C177 1.090
186 H -0.42452 6.49524 -7.51259  O178 0.960

The highest occupied orbital energy comes out at -0.2979 Ha. The calculation puts the energy above the lowest of the compared OMol25 structures with the same formula, charge and spin at 79.23 kcal/mol. The SMILES is CC1(C)CCCC(C)(C)N1O.CC1(C)CCCC(C)(C)N1O.CC1(C)CCCC(C)(C)N1O.CC1(C)CCCC(C)(C)N1O.CC1(C)CCCC(C)(C)N1O.CC(C)O.CC(C)O.CC(C)O. As for the net charge: 0. As for the spin multiplicity: 1.